{
  "formula": "C2H4NP",
  "method": "the ωB97M-V functional and the def2-TZVPD basis",
  "fmax_ev_per_a": 4.68,
  "total_energy_ev": -12912.81669,
  "de_lowest_ev": 3.712,
  "e_homo_ev": -9.1,
  "symbols": ["C", "C", "N", "P", "H", "H", "H", "H"],
  "xyz": [[0.342, -0.942, 0.184], [0.142, 0.325, -0.572], [-0.652, 1.195, 0.272], [-1.431, -0.371, -0.160], [0.542, -1.772, -0.415], [0.581, -0.959, 1.305], [0.664, 1.297, -1.835], [-0.189, 1.227, 1.222]],
  "atomic_forces_ev_per_a": [[-0.6, 1.4, 1.7], [0.7, 3.3, -2.7], [0.9, -0.3, 1.2], [0.1, 0.5, 0.0], [0.9, -1.5, -0.6], [0.2, 0.1, -1.8], [-1.1, -3.3, 3.2], [-1.0, -0.2, -0.9]]
}

{
  "formula": "C2H4NP",
  "method": "the ωB97M-V functional and the def2-TZVPD basis",
  "fmax_ev_per_a": 4.57,
  "total_energy_ev": -12913.97239,
  "de_lowest_ev": 2.557,
  "e_homo_ev": [-8.3, -8.3],
  "symbols": ["C", "C", "N", "P", "H", "H", "H", "H"],
  "xyz": [[-0.292, 0.674, -0.080], [-1.545, 0.086, -0.445], [0.717, 1.126, 0.188], [3.203, -0.971, 0.178], [-1.875, 0.352, -1.431], [-2.196, 0.535, 0.415], [-1.617, -0.915, -0.321], [3.605, -0.888, 1.495]],
  "atomic_forces_ev_per_a": [[0.2, -0.7, -0.8], [-1.6, 3.6, 2.2], [1.0, 0.6, 0.4], [-0.2, -0.1, -0.9], [-0.2, 0.4, -0.3], [0.3, -0.7, -1.9], [0.3, -3.2, 0.4], [0.2, 0.1, 0.9]]
}